Computed, not measured: a molecular structure, C28H31F3MnN5O3S2, with ωB97M-V/def2-TZVPD.

## Properties
Spin multiplicity   5
Expectation value of S²   6.05
Total energy   -3832.008662 a.u.

Structure (XYZ):
```
73
Properties=species:S:1:pos:R:3:forces:R:3:lowdin_spin:R:1
O -4.612 -1.803 -0.281 -1.33 -0.90 0.23 0.00
C 0.675 -6.095 2.268 -0.32 0.16 0.14 0.03
H -5.407 4.703 -4.171 0.42 -1.00 0.52 0.00
C 2.320 1.804 1.030 0.04 -0.41 -0.08 0.01
C 3.671 3.294 -1.416 -0.55 -0.47 0.10 0.00
C 1.294 -5.718 1.087 -0.23 -0.43 -0.70 0.01
H -0.878 -1.044 4.022 0.30 -0.24 -0.39 0.00
H 1.210 -3.661 -2.025 -0.04 -0.48 0.00 0.00
H 0.495 -7.154 2.468 0.15 0.35 -0.20 0.00
H -3.275 4.666 -0.458 0.49 0.58 0.67 0.00
O -2.213 -1.523 -0.460 0.60 -0.11 0.01 0.00
H -0.080 -2.296 -3.368 -0.45 0.04 -0.09 0.00
C 2.769 2.198 -1.472 0.66 1.55 0.68 0.02
H 1.755 -0.197 -3.249 0.00 -0.15 -0.36 0.00
N 1.142 0.635 -0.716 -0.53 0.40 0.43 -0.02
C -4.801 2.762 -3.312 -0.09 0.22 -1.10 0.00
C 1.591 -2.669 -2.194 0.90 1.36 0.19 0.00
C 1.862 1.010 3.294 0.36 -1.11 0.57 0.01
H 0.425 1.737 -2.355 0.20 0.35 -0.23 0.00
H 2.812 -1.191 -1.098 -0.15 -0.31 -0.11 0.00
C 1.595 -4.475 0.541 -0.09 -0.84 0.45 0.03
H -0.261 1.001 3.066 0.28 0.03 0.47 0.00
H -4.381 5.936 -2.237 -0.09 0.89 -0.25 0.00
C 0.593 -2.880 2.230 0.41 0.68 0.86 0.00
H -5.253 2.133 -4.064 -0.07 -0.07 0.03 0.00
H 4.103 3.594 -2.347 0.08 -0.17 -0.75 0.00
H 0.724 -1.542 4.463 0.27 0.33 -0.09 0.00
C 4.051 4.128 -0.397 0.01 -0.27 0.45 0.02
Mn 0.609 -0.389 0.872 0.59 -1.77 -0.68 3.73
C 3.576 4.032 0.910 -0.66 -0.04 0.12 0.01
H 1.499 -6.537 0.385 0.19 0.19 0.43 0.00
H 2.535 3.268 2.524 -0.02 0.08 -0.18 0.00
N 1.534 -2.097 0.257 -0.25 0.58 0.15 -0.02
O -3.655 -0.509 -2.133 -0.18 0.28 0.39 0.00
H 2.350 -2.705 -3.022 -0.77 0.00 0.47 0.00
H 0.237 0.931 4.759 0.13 -0.25 0.07 0.00
C 0.184 -0.975 3.688 -1.08 0.26 1.85 0.00
C 2.751 3.082 1.478 0.84 0.43 0.24 0.02
S -2.611 1.973 -0.112 -0.17 0.01 -0.38 0.00
C 2.079 1.541 -0.445 0.23 0.17 0.09 0.00
C 0.395 -1.777 -2.543 0.63 0.07 -0.44 0.00
S -3.524 -1.037 -0.755 0.91 1.05 -0.37 0.00
F -5.004 0.933 0.050 -0.34 0.10 0.02 0.00
C 0.234 -5.188 3.226 0.83 -0.28 -0.23 0.00
H -4.080 1.078 -2.363 0.32 -0.34 0.16 0.00
H 2.530 1.917 -2.476 -0.02 -0.47 -0.33 0.00
H -0.029 -3.416 4.191 -0.18 0.34 -0.16 0.00
C -3.737 0.514 0.254 0.47 0.58 0.30 0.00
C -4.279 4.888 -2.339 0.15 -2.40 0.06 0.00
H 2.012 2.020 3.629 0.00 0.46 0.13 0.00
H 3.132 -2.893 -0.688 0.45 0.13 -0.36 0.00
H -0.145 -5.586 4.147 -0.24 -0.41 0.27 0.00
C -3.627 4.184 -1.328 -0.73 0.65 -0.81 0.00
H 4.730 4.945 -0.604 0.00 -0.07 -0.17 0.00
H -0.312 -1.718 -1.722 -0.17 -0.33 0.13 0.00
C 0.347 0.735 -1.956 -0.06 -0.95 0.64 0.00
C 0.701 -0.333 -2.994 -0.48 0.08 -0.07 0.00
C 2.350 -2.174 -0.940 -0.04 -0.65 0.05 0.00
H 2.042 -4.517 -0.425 0.32 -0.17 -0.40 0.00
H 2.689 0.417 3.772 -0.71 0.28 -0.35 0.00
H 3.846 4.862 1.558 -0.03 -0.14 0.07 0.00
H -0.707 0.612 -1.663 0.24 -0.12 -0.02 0.00
C 0.300 -3.815 3.242 -0.23 0.28 0.03 0.02
N -4.115 2.128 -2.365 -0.16 0.60 0.52 0.00
N 1.942 0.853 1.857 0.01 0.77 -1.05 0.05
C -3.543 2.812 -1.348 0.18 -1.41 0.11 0.00
N 0.414 -1.569 2.420 0.36 -0.39 -1.06 -0.03
C -4.861 4.133 -3.389 -0.24 1.68 0.40 0.00
C 1.296 -3.189 0.971 -1.10 0.95 -0.02 0.00
F -3.574 0.339 1.580 -0.23 -0.39 -0.56 0.00
H 0.048 -0.161 -3.874 0.61 0.23 0.22 0.00
C 0.467 0.546 3.765 0.02 -0.21 -1.03 0.00
F -0.953 0.486 1.098 -0.65 0.53 0.30 0.10
```
Forces are in eV/Å.

Computed, not measured: a molecular structure, C28H31FN6O5Os, with ωB97M-V/def2-TZVPD.

## Properties
Spin multiplicity   5
Expectation value of S²   6.03
Total energy   -1980.098853 a.u.
Net charge   +2

Structure (XYZ):
```
72
Properties=species:S:1:pos:R:3:forces:R:3:lowdin_spin:R:1
N 2.385 2.202 0.788 0.47 1.10 0.26 0.00
H -1.455 -1.111 -3.016 -0.12 0.06 -0.06 0.01
H -3.800 7.250 0.269 0.46 0.28 0.55 0.00
C -2.328 -2.302 -1.427 1.53 -0.49 1.26 0.32
C 3.774 4.167 0.130 -1.04 -0.56 -1.03 0.00
H 0.317 -3.720 1.478 -0.88 -0.18 -0.11 0.02
C 1.699 -9.526 -1.363 0.72 0.68 1.20 0.01
H -2.853 5.245 -0.331 0.32 0.17 0.76 0.00
C -0.999 3.803 1.081 0.98 -2.06 0.04 0.00
C -1.644 -3.328 0.526 0.55 1.18 -2.38 0.32
H 4.232 2.641 1.647 -0.99 0.84 -0.48 0.00
H 0.692 -6.718 0.371 0.29 -0.11 -0.24 0.00
H -4.361 -1.815 -0.760 -0.07 0.02 0.36 0.00
C -2.274 -1.810 -2.859 -1.77 -1.06 0.30 0.05
C 1.114 -7.312 -0.437 0.84 0.03 -1.82 0.01
H -0.695 -5.165 1.076 0.10 0.54 -0.10 0.02
H -3.311 -1.404 -3.100 1.53 -0.07 0.28 0.00
C -1.097 7.110 2.538 -1.60 0.17 -0.22 0.00
H 1.023 4.200 1.960 -0.67 -0.02 -0.63 0.00
H 2.918 3.712 2.181 0.48 -0.29 -1.24 0.00
H 4.014 1.241 0.035 0.04 -0.54 0.14 0.00
C 2.201 0.136 -0.420 1.07 0.18 0.67 0.01
C 3.033 -0.876 -1.163 1.49 0.75 -1.38 0.02
H 4.583 3.676 -0.430 -0.24 0.44 0.03 0.00
N 1.123 -4.830 -3.064 0.80 -0.82 2.54 0.01
H -3.857 6.887 1.994 -0.12 0.25 0.67 0.00
N -1.237 -2.898 -0.736 -2.05 -0.96 0.07 0.05
N -1.975 7.650 1.396 -1.04 0.50 2.02 0.00
H -1.368 7.727 0.615 0.26 0.24 -1.28 0.00
H 2.283 -7.140 -3.672 0.34 0.09 0.04 0.00
O -0.006 -0.687 -0.931 1.46 0.50 0.45 0.05
H -2.173 -2.679 -3.562 0.27 0.62 0.66 0.02
C 1.566 -6.721 -1.667 -0.07 -2.59 0.76 0.00
C -3.401 -2.223 -0.486 0.51 -1.04 0.63 0.12
H 4.096 5.089 0.547 0.66 0.80 0.29 0.00
H -0.103 7.356 2.255 0.91 -0.03 -0.18 0.00
H -1.355 7.661 3.438 -0.01 -0.02 0.04 0.00
C 1.216 -8.705 -0.343 -0.58 0.73 -0.15 0.00
C -3.231 6.850 1.127 0.76 -0.60 -1.30 0.00
Os 0.677 -2.673 -1.206 0.15 3.93 2.21 2.22
H -3.532 -2.886 1.615 -0.35 -0.30 0.30 0.01
H 0.841 -9.142 0.557 -0.06 -0.35 0.42 0.00
F -3.178 2.865 0.464 1.63 -0.22 -0.40 0.00
C -1.204 1.625 0.012 1.47 -0.58 -0.65 0.00
C 0.394 3.533 1.350 -1.22 1.00 -0.64 0.00
C 0.216 1.380 0.178 -0.90 1.90 -0.41 0.00
H 1.846 -10.566 -1.144 -0.18 -0.39 -0.18 0.00
O 2.482 -1.975 -1.597 -0.11 -0.10 0.45 0.12
C -1.376 5.644 2.676 0.63 -1.41 0.70 0.00
O 1.282 -4.436 -0.819 1.16 -3.52 0.04 0.16
N -1.581 5.004 1.386 -1.30 1.57 0.20 0.00
H -2.256 8.577 1.742 0.14 -0.03 -0.81 0.00
C 1.025 2.450 0.740 -1.30 -2.99 0.18 0.00
C 2.944 1.167 0.173 -1.37 -0.80 -0.98 0.00
C 0.800 0.179 -0.391 -0.91 0.24 -0.59 0.02
C -0.724 -4.109 1.409 -0.95 -0.13 0.74 0.06
C -1.796 2.751 0.472 0.42 1.08 1.01 0.00
C 2.055 -7.571 -2.709 -0.35 1.10 1.26 0.01
H -1.749 0.975 -0.667 -0.11 -0.34 0.66 0.00
H -1.232 -4.151 2.392 0.65 0.10 -0.24 0.00
N 1.463 -5.334 -1.868 -1.98 3.36 -2.27 0.04
H -3.739 4.831 1.121 0.17 -0.24 0.13 0.00
H 2.691 -9.477 -3.269 0.24 -0.73 -0.57 0.00
H -2.201 5.405 3.390 0.38 0.35 -0.50 0.00
C 3.348 3.232 1.252 0.19 -0.52 1.76 0.00
O 0.757 -3.613 -2.958 0.15 -1.95 -3.33 0.16
O 4.176 -0.554 -1.476 -1.18 -0.44 0.76 0.02
H 2.945 4.432 -0.599 0.79 -0.53 0.93 0.00
H -0.471 5.210 3.108 -0.24 -0.04 0.19 0.00
C -2.992 -2.859 0.695 -0.39 0.87 -1.12 0.17
C -2.872 5.393 0.773 -0.05 0.05 -0.32 0.00
C 2.214 -8.941 -2.492 -0.80 1.32 -0.31 0.00
```
Forces are in eV/Å.

Computed, not measured: 2 unconnected molecules or ions with the total composition C28H31N2S, with ωB97M-V/def2-TZVPD.

## Properties
Total energy   -1593.029701 a.u.
Relative energy (zero: lowest compared OMol25 entry of this formula, charge and spin)   0.0932 eV
Net charge   +1

Structure (XYZ):
```
62
Properties=species:S:1:pos:R:3:forces:R:3:nbo_charge:R:1
H 2.355 2.946 1.418 -0.15 0.10 -0.04 0.23
H -1.472 -3.686 -4.568 -0.34 0.11 0.18 0.23
H 4.075 1.129 -0.275 0.07 0.06 -0.10 0.20
C 3.274 -0.487 -1.486 0.01 -0.30 -0.04 -0.21
C 4.572 -0.898 -2.181 0.15 0.15 -0.09 -0.61
H 2.143 -2.820 -2.268 -0.11 0.14 -0.09 0.21
C -1.321 0.528 3.732 -0.17 -0.34 -0.45 -0.12
C -1.050 2.976 1.733 0.28 0.29 0.19 -0.13
C -0.447 6.563 0.560 -0.20 0.15 0.07 -0.65
H -0.287 6.666 -0.522 -0.04 -0.10 0.21 0.25
H 1.510 -1.208 2.938 -0.24 -0.07 0.01 0.23
H 0.597 -1.706 -4.652 -0.12 -0.13 0.18 0.20
C 0.634 -2.265 -3.704 -0.28 0.40 0.11 -0.20
C 1.965 -2.039 -3.022 0.27 -0.47 0.31 -0.43
C -1.445 -1.766 4.550 0.47 0.08 -0.11 0.13
H 0.345 -2.939 4.278 -0.10 0.25 -0.11 0.24
H -1.722 1.543 3.731 0.03 -0.44 -0.04 0.23
H 5.426 -0.732 -1.514 -0.13 0.04 -0.15 0.22
H 2.772 -2.128 -3.756 -0.18 -0.02 0.03 0.23
H 4.584 -1.961 -2.453 -0.04 0.27 0.05 0.21
C -0.216 5.148 1.000 0.32 -0.17 0.27 0.10
C -2.019 -0.497 4.363 0.07 0.32 -0.02 -0.23
C -2.637 -1.611 -2.096 -0.74 -0.46 -0.30 -0.25
C -2.146 -2.862 5.297 -0.30 0.01 -0.04 -0.66
C 0.514 -1.018 3.337 -0.18 0.02 -0.35 -0.09
S -1.795 -0.474 -1.070 0.10 0.10 0.09 0.33
H -3.034 -0.339 4.739 0.46 0.19 0.03 0.24
H -2.130 -3.792 4.713 -0.02 0.21 0.10 0.25
H 3.480 1.621 -1.886 0.00 -0.07 0.27 0.21
H -1.469 6.884 0.787 0.23 -0.02 -0.08 0.23
H -4.642 -1.499 -1.361 -0.07 -0.19 -0.12 0.22
H 1.586 0.762 1.850 -0.22 0.08 -0.01 0.23
C 2.034 -0.679 -2.360 -0.43 0.57 0.33 -0.06
H 2.325 1.225 -0.589 0.19 0.02 -0.13 0.22
H 3.144 -1.156 -0.615 -0.06 0.23 -0.14 0.19
N 0.868 -0.373 -1.481 -0.68 -0.11 -0.69 -0.57
H 2.042 0.091 -3.165 0.06 -0.24 0.36 0.19
H -1.653 -3.084 6.255 -0.02 0.17 -0.26 0.25
H -3.186 -2.591 5.505 0.21 -0.12 -0.03 0.23
C 3.295 0.963 -1.023 0.15 0.10 0.11 -0.61
H -1.897 2.303 1.874 0.22 0.34 0.02 0.23
H -3.866 -4.422 -4.472 -0.02 0.19 0.14 0.23
C 0.277 2.449 1.795 -0.37 0.64 -0.75 -0.10
H 1.909 5.260 0.648 -0.13 -0.18 0.12 0.24
H -5.459 -3.334 -2.890 0.49 0.18 -0.02 0.23
C -0.141 -1.985 4.070 0.19 0.12 -0.03 -0.24
H 0.483 -3.322 -3.928 0.03 0.09 0.06 0.22
C -1.774 -2.217 -3.002 0.50 -0.60 -0.12 0.23
N -0.455 -1.813 -2.823 0.05 -0.05 -0.84 -0.44
C -3.974 -1.990 -2.063 0.15 -0.18 -0.20 -0.19
H 4.734 -0.300 -3.093 -0.01 -0.19 0.23 0.21
C -2.183 -3.223 -3.883 -0.54 0.26 0.37 -0.28
C -3.525 -3.622 -3.820 0.20 0.32 0.16 -0.19
H 0.256 7.251 1.050 -0.17 -0.22 -0.09 0.24
C -0.259 -0.866 -1.849 1.31 -0.19 0.26 0.31
C 0.603 1.119 2.168 -0.01 0.25 1.13 0.10
C 1.089 4.627 0.984 0.03 -0.51 0.25 -0.22
C -1.264 4.323 1.436 -0.06 -0.41 0.01 -0.22
H -2.261 4.759 1.528 0.20 -0.32 -0.28 0.23
C 1.336 3.329 1.402 -0.21 -0.18 -0.32 -0.11
C -0.088 0.248 3.054 -0.09 -0.23 0.36 -0.10
C -4.413 -3.009 -2.924 0.04 0.07 0.02 -0.23
```
Forces are in eV/Å.

Computed, not measured: C28H31N3O6 in the gas phase, with ωB97M-V/def2-TZVPD.

## Properties
SMILES   CCCN1C(=O)c2cc(C(=O)Nc3ccc(OC)cc3OC)ccc2[C@H]1Nc1ccc(OC)cc1OC
Total energy   -1701.294260 a.u.
Relative energy (zero: lowest compared OMol25 entry of this formula, charge and spin)   0.8600 eV

Structure (XYZ):
```
68
Properties=species:S:1:pos:R:3:forces:R:3:nbo_charge:R:1
C 2.812 -1.761 0.496 0.21 0.09 -0.07 -0.20
H -6.397 -3.515 -2.790 -0.03 0.10 -0.02 0.20
H 2.245 1.917 -1.499 0.08 0.00 0.13 0.22
O 5.092 1.053 0.619 -0.39 -0.43 0.08 -0.53
H 0.636 -0.950 3.686 0.07 -0.01 0.12 0.23
C -1.720 -2.033 1.478 0.37 -0.03 -0.10 -0.17
C -5.452 3.461 -0.359 0.05 0.18 0.10 -0.25
H 1.872 -2.052 0.931 -0.06 -0.08 0.07 0.23
H 3.009 -3.565 -0.641 -0.06 -0.14 -0.04 0.23
H -4.366 3.602 -0.346 -0.03 -0.01 0.01 0.18
C -1.390 -1.259 0.367 0.21 0.03 0.08 -0.09
C 3.371 -0.535 0.829 0.28 0.05 -0.13 0.05
C -5.320 1.089 -0.442 0.06 -0.19 0.09 0.32
H 0.405 5.192 0.572 -0.06 0.08 0.08 0.21
C -4.410 -1.398 0.438 -0.19 0.39 -0.04 0.13
C -0.347 -0.363 0.490 0.05 -0.23 0.56 -0.16
N 2.778 0.345 1.755 0.22 0.31 0.40 -0.62
C -0.982 -1.928 2.656 -0.10 -0.04 -0.04 -0.10
H 6.698 -3.745 -3.016 0.03 0.09 0.03 0.20
H -1.921 -1.350 -0.567 -0.10 0.02 -0.11 0.23
H -5.910 4.241 -0.965 0.05 -0.02 0.08 0.20
H 6.397 -1.991 -3.021 0.01 -0.02 0.03 0.17
H -6.280 0.042 -2.015 -0.08 -0.04 -0.12 0.23
H 7.138 0.772 0.430 -0.03 0.02 -0.03 0.18
H 1.870 4.302 -1.197 -0.01 0.01 -0.08 0.20
C -4.548 0.996 0.707 -0.09 0.38 -0.14 -0.32
H -5.840 3.525 0.663 0.03 -0.01 -0.03 0.17
C -2.807 -3.055 1.405 0.01 -0.08 0.01 0.66
C 1.239 3.611 -0.635 0.10 -0.14 0.17 -0.40
C 0.371 -0.243 1.679 -0.45 0.04 -0.40 0.01
C 6.461 -2.885 -2.391 0.17 0.04 -0.08 -0.25
C 0.205 0.593 -0.500 0.00 0.09 -0.05 0.67
H 2.910 2.419 0.072 -0.01 -0.07 -0.05 0.20
H -3.529 -0.313 2.047 0.01 0.01 0.07 0.22
O 5.228 -3.183 -1.787 -0.25 0.00 0.16 -0.49
H -1.246 -2.568 3.485 -0.02 -0.08 0.06 0.22
C 5.254 -1.048 -0.611 0.29 -0.03 -0.19 -0.40
C -6.307 -2.475 -2.479 -0.17 -0.03 -0.24 -0.25
C -4.112 -0.245 1.142 -0.27 -0.28 -0.18 -0.21
H 7.254 -2.752 -1.648 -0.03 0.01 -0.03 0.17
N 1.192 1.269 0.150 0.12 0.02 0.20 -0.45
C -5.668 -0.072 -1.137 -0.06 0.05 -0.09 -0.34
O -5.507 -2.495 -1.321 0.26 0.18 0.40 -0.50
H -7.302 -2.070 -2.272 0.05 0.00 -0.01 0.18
N -3.980 -2.670 0.838 -0.44 -0.37 -0.24 -0.62
C 6.342 1.456 0.120 0.24 0.11 -0.08 -0.25
C 4.673 -2.270 -0.939 -0.23 -0.02 0.14 0.31
H 3.414 1.115 1.929 -0.20 -0.06 0.07 0.39
C 1.432 0.812 1.516 0.08 0.19 0.05 0.12
C 4.605 -0.185 0.258 -0.37 0.09 0.17 0.35
O -2.652 -4.192 1.808 0.11 -0.05 0.12 -0.60
O -0.139 0.780 -1.647 -0.11 -0.04 -0.23 -0.61
H 6.528 2.439 0.550 0.04 -0.07 -0.06 0.20
C 0.066 -1.026 2.773 0.04 0.09 -0.07 -0.23
C -5.222 -1.308 -0.711 0.19 0.06 0.18 0.29
H 6.333 1.537 -0.972 0.00 -0.02 0.04 0.18
H 0.332 3.433 -1.214 0.04 0.03 -0.09 0.22
H 1.770 4.366 1.322 0.07 0.04 0.13 0.20
H -5.837 -1.896 -3.279 -0.01 -0.01 0.04 0.18
C 0.879 4.224 0.712 0.03 -0.04 -0.26 -0.61
O -5.805 2.245 -0.971 -0.06 -0.30 -0.12 -0.49
C 1.988 2.282 -0.499 -0.19 0.25 -0.35 -0.22
H 0.185 3.583 1.252 -0.07 -0.04 0.11 0.20
H -4.616 -3.427 0.612 0.21 0.00 0.12 0.42
H 6.201 -0.766 -1.039 0.09 0.03 -0.04 0.22
H -4.282 1.870 1.278 0.01 0.12 0.03 0.22
C 3.448 -2.616 -0.380 0.21 -0.07 -0.23 -0.26
H 1.259 1.635 2.226 0.06 -0.15 -0.12 0.21
```
Forces are in eV/Å.